{"formula": "C27H31N6O2Pt", "method": "ωB97M-V/def2-TZVPD", "lumo_ev": -11.979, "homo_energy_ev": -16.14, "relative_energy_kj_mol": 0.0, "spin_multiplicity": 1, "gap_ev": 4.165, "total_charge": 3, "elements": ["Pt", "C", "N", "C", "C", "C", "C", "C", "C", "N", "C", "C", "C", "C", "C", "C", "N", "C", "C", "C", "C", "C", "N", "H", "H", "H", "H", "H", "H", "H", "H", "H", "H", "H", "H", "H", "H", "H", "H", "H", "H", "C", "N", "C", "C", "C", "C", "C", "C", "C", "C", "H", "H", "H", "H", "H", "H", "H", "H", "H", "H", "H", "H", "H", "O", "N", "O"], "xyz": [[0.38378, -0.15399, -0.08527], [-0.22409, 2.96782, -1.34534], [0.78646, 2.05957, -0.79644], [1.82724, 1.66395, -1.78149], [1.49607, 0.44237, -2.61527], [1.83881, 0.36719, -3.95138], [1.59468, -0.80759, -4.65426], [1.00416, -1.87434, -3.99776], [0.67732, -1.73555, -2.66046], [0.92591, -0.60718, -1.98495], [1.28597, 2.49455, 0.53974], [0.44433, 2.02473, 1.71012], [0.20427, 2.83466, 2.80054], [-0.50926, 2.32704, 3.88251], [-0.96754, 1.02243, 3.83635], [-0.69941, 0.25954, 2.71278], [-0.00597, 0.75037, 1.67976], [-1.59635, 2.38919, -1.60606], [-2.59218, 3.26023, -2.22853], [-3.88900, 2.84982, -2.45752], [-4.21629, 1.57500, -2.04938], [-3.18239, 0.69811, -1.48414], [-1.87796, 1.19577, -1.25586], [0.12994, 3.42042, -2.27840], [-0.37798, 3.80504, -0.65513], [2.73853, 1.44761, -1.22217], [2.06609, 2.49392, -2.45239], [2.29608, 1.21745, -4.43997], [1.85987, -0.88210, -5.70050], [0.79588, -2.80498, -4.50633], [0.22529, -2.53777, -2.09231], [1.37779, 3.58306, 0.58484], [2.29241, 2.09269, 0.66166], [0.57213, 3.85209, 2.81018], [-0.70487, 2.94953, 4.74540], [-1.52624, 0.59078, 4.65439], [-1.02605, -0.76768, 2.62089], [-2.29619, 4.27139, -2.49567], [-4.62083, 3.50796, -2.90696], [-5.22312, 1.18331, -2.15767], [-3.11600, -0.19673, -2.12614], [4.80600, -3.26608, 1.57895], [4.19083, -2.06944, 0.92137], [3.86904, -2.36179, -0.50394], [2.99926, -1.47368, 1.67204], [1.75624, -2.30812, 1.57215], [1.69651, -3.47998, 2.33463], [0.63553, -4.36156, 2.23389], [-0.39685, -4.06847, 1.35670], [-0.37683, -2.87865, 0.64178], [0.67646, -1.96314, 0.74044], [5.73842, -3.49253, 1.06754], [4.12286, -4.10453, 1.48915], [5.00028, -3.03882, 2.62391], [4.90795, -1.34375, 0.92997], [3.14090, -3.16803, -0.52975], [4.78130, -2.65811, -1.01551], [3.44503, -1.46919, -0.95917], [2.83955, -0.49548, 1.21803], [3.33676, -1.34736, 2.70066], [2.48842, -3.69519, 3.04251], [0.61151, -5.25825, 2.83747], [-1.23309, -4.74732, 1.25241], [-1.22561, -2.64613, 0.00891], [-4.57430, 0.73494, 0.40146], [-3.66486, 0.13061, -0.10246], [-3.05547, -0.80780, 0.31242]], "forces_ev_per_a": [[1.0, 0.3, 0.0], [0.1, 0.1, 0.0], [-0.6, -0.7, 0.1], [0.1, 0.3, 0.0], [0.0, 0.1, -0.1], [0.0, 0.0, 0.0], [0.0, 0.0, 0.0], [0.0, 0.0, 0.0], [0.1, 0.0, 0.0], [-0.1, -0.1, 0.0], [0.1, 0.2, -0.1], [-0.1, 0.1, 0.0], [0.0, 0.0, 0.0], [0.0, 0.0, 0.0], [0.0, 0.0, 0.0], [0.0, 0.0, 0.0], [0.0, -0.1, 0.0], [0.1, -0.1, -0.1], [0.0, 0.0, 0.0], [0.0, 0.0, 0.0], [0.0, 0.0, 0.0], [-0.1, 0.1, 0.0], [-0.2, -0.1, 0.0], [0.0, 0.0, 0.0], [0.0, 0.0, 0.0], [0.0, 0.0, 0.0], [0.0, 0.0, 0.0], [0.0, 0.0, 0.0], [0.0, 0.0, 0.0], [0.0, 0.0, 0.0], [0.0, 0.0, 0.0], [0.0, 0.0, 0.0], [0.0, 0.0, 0.0], [0.0, 0.0, 0.0], [0.0, 0.0, 0.0], [0.0, 0.0, 0.0], [0.0, 0.0, 0.0], [0.0, 0.0, 0.0], [0.0, 0.0, 0.0], [0.0, 0.0, 0.0], [0.0, 0.0, 0.0], [0.0, 0.0, 0.0], [0.0, 0.0, 0.0], [0.0, 0.0, 0.0], [0.0, 0.0, 0.0], [0.0, 0.0, 0.0], [0.0, 0.0, 0.0], [0.0, 0.0, 0.0], [0.0, 0.0, 0.0], [0.0, 0.0, 0.0], [-0.5, 0.0, 0.0], [0.0, 0.0, 0.0], [0.0, 0.0, 0.0], [0.0, 0.0, 0.0], [0.0, 0.0, 0.0], [0.0, 0.0, 0.0], [0.0, 0.0, 0.0], [0.0, 0.0, 0.0], [0.0, 0.0, 0.0], [0.0, 0.0, 0.0], [0.0, 0.0, 0.0], [0.0, 0.0, 0.0], [0.0, 0.0, 0.0], [0.0, 0.0, 0.0], [0.0, 0.0, 0.0], [0.0, 0.0, 0.0], [0.0, 0.0, 0.0]], "nbo_charge": [0.691, -0.269, -0.463, -0.254, 0.188, -0.224, -0.109, -0.227, 0.065, -0.463, -0.252, 0.184, -0.222, -0.105, -0.222, 0.078, -0.463, 0.221, 0.093, -0.270, 0.166, -0.125, -0.310, 0.240, 0.251, 0.238, 0.225, 0.251, 0.261, 0.263, 0.237, 0.226, 0.237, 0.250, 0.260, 0.264, 0.241, 0.264, 0.296, 0.281, 0.327, -0.423, -0.335, -0.419, -0.237, -0.082, -0.214, -0.206, -0.157, -0.295, -0.181, 0.246, 0.243, 0.240, 0.430, 0.243, 0.245, 0.215, 0.216, 0.237, 0.220, 0.248, 0.241, 0.218, -0.294, 0.567, -0.284]}

---

{"formula": "C27H31N7OOsS", "method": "ωB97M-V/def2-TZVPD", "lumo_ev": [-7.713, -7.717], "homo_energy_ev": [-13.49, -13.49], "relative_energy_kj_mol": 0.0, "spin_multiplicity": 1, "gap_ev": [5.773, 5.772], "total_charge": 2, "elements": ["Os", "C", "N", "C", "C", "C", "C", "C", "C", "C", "C", "H", "H", "H", "H", "H", "H", "H", "H", "H", "H", "H", "H", "S", "C", "N", "N", "C", "C", "C", "C", "C", "C", "N", "N", "C", "C", "C", "C", "C", "C", "H", "H", "H", "H", "H", "H", "H", "H", "H", "H", "H", "N", "C", "N", "C", "C", "O", "C", "C", "H", "H", "H", "H", "H", "H", "H", "H"], "xyz": [[-0.42985, 0.51581, 0.19643], [0.47699, 1.43640, -2.69636], [-0.25523, 0.34406, -2.01414], [0.40321, -0.94313, -2.35587], [-1.65369, 0.33526, -2.55582], [-2.55589, -0.40185, -1.61992], [-3.71709, -1.02853, -2.05167], [-4.52398, -1.68742, -1.13813], [-4.16745, -1.72245, 0.20614], [-3.01755, -1.08506, 0.63824], [-2.19225, -0.41308, -0.26916], [0.46782, 1.26182, -3.77448], [1.50553, 1.46330, -2.35094], [0.00198, 2.39372, -2.48814], [0.44070, -1.06492, -3.44151], [-0.16161, -1.76446, -1.92027], [1.41715, -0.94436, -1.96012], [-1.64702, -0.08398, -3.56504], [-1.96734, 1.37874, -2.64369], [-3.98834, -1.00887, -3.10025], [-5.42472, -2.18366, -1.47239], [-4.78851, -2.25435, 0.91468], [-2.75672, -1.12751, 1.68994], [0.52923, -1.11504, 1.12899], [-0.02368, -0.95597, 2.75746], [0.43237, -1.89955, 3.58278], [0.15897, -2.02989, 4.81010], [-0.81848, -1.43045, 5.67309], [-2.12319, -1.20307, 5.25584], [-3.03471, -0.71875, 6.17557], [-2.64539, -0.46705, 7.48720], [-1.34350, -0.71972, 7.89358], [-0.42239, -1.21850, 6.98658], [-0.73160, 0.15003, 3.08805], [-0.94923, 0.90120, 2.08620], [-1.60078, 2.14104, 2.36014], [-2.25946, 2.77383, 1.31057], [-2.85839, 4.00527, 1.52413], [-2.80047, 4.59053, 2.78077], [-2.14989, 3.94448, 3.82672], [-1.54556, 2.71654, 3.62557], [0.71894, -2.75743, 5.24554], [-2.43504, -1.42875, 4.24678], [-4.05915, -0.55074, 5.87289], [-3.36832, -0.09286, 8.19912], [-1.04462, -0.53952, 8.91660], [0.59413, -1.43158, 7.29486], [-2.38350, 2.28404, 0.34750], [-3.38867, 4.49396, 0.71862], [-3.27066, 5.54963, 2.94992], [-2.11058, 4.40584, 4.80400], [-1.02734, 2.20997, 4.42754], [1.17805, 1.91517, 0.16220], [2.22327, 2.41937, 0.21363], [3.39048, 2.96508, 0.27894], [3.74089, 3.91656, 1.35984], [3.87122, 5.30487, 0.75507], [4.80318, 5.29397, -0.30522], [4.39242, 4.45778, -1.36469], [4.29437, 3.01560, -0.89369], [4.69583, 3.59158, 1.77379], [2.97900, 3.87565, 2.13603], [4.24125, 6.00543, 1.50107], [2.89300, 5.65407, 0.39823], [5.14007, 4.54374, -2.15085], [3.42412, 4.79316, -1.76055], [5.26973, 2.65747, -0.56311], [3.91724, 2.35298, -1.67093]], "forces_ev_per_a": [[0.5, 0.0, 0.1], [0.0, -0.1, 0.0], [0.1, -0.2, 0.1], [-0.1, 0.0, 0.0], [0.0, 0.1, 0.0], [0.1, -0.1, -0.1], [0.0, 0.0, 0.0], [0.0, 0.0, 0.0], [0.0, 0.0, 0.0], [-0.1, 0.1, 0.1], [0.0, 0.3, 0.0], [0.0, 0.0, 0.0], [0.0, -0.1, 0.0], [0.0, 0.0, 0.0], [0.0, 0.0, 0.0], [0.0, 0.0, 0.0], [0.0, 0.0, 0.0], [0.0, 0.0, 0.0], [0.0, 0.0, 0.0], [0.0, 0.0, 0.0], [0.0, 0.0, 0.0], [0.0, 0.0, 0.0], [0.0, 0.0, 0.0], [0.1, -0.2, -0.4], [0.0, 0.0, 0.2], [0.0, 0.1, 0.0], [0.0, -0.1, 0.0], [0.1, 0.1, 0.0], [0.0, 0.0, 0.0], [0.0, 0.0, 0.0], [0.0, 0.0, 0.0], [0.0, 0.0, 0.0], [0.0, 0.1, 0.0], [0.0, -0.1, 0.0], [-0.1, 0.1, 0.2], [0.0, 0.0, 0.0], [0.0, 0.0, 0.0], [0.0, 0.0, 0.0], [0.0, 0.0, 0.0], [0.0, 0.0, 0.0], [0.0, 0.0, 0.0], [0.0, 0.0, 0.0], [0.0, 0.0, 0.0], [0.0, 0.0, 0.0], [0.0, 0.0, 0.0], [0.0, 0.0, 0.0], [0.0, 0.0, 0.0], [0.0, 0.0, 0.0], [0.0, 0.0, 0.0], [0.0, 0.0, 0.0], [0.0, 0.0, 0.0], [0.0, 0.0, 0.0], [-0.6, -0.1, -0.1], [0.0, 0.1, 0.0], [0.0, 0.0, 0.0], [0.0, 0.0, 0.0], [0.0, 0.0, 0.0], [0.0, 0.0, 0.0], [0.0, 0.0, 0.0], [0.0, 0.0, 0.0], [0.0, 0.0, 0.0], [0.0, 0.0, 0.0], [0.0, 0.0, 0.0], [0.0, 0.0, 0.0], [0.0, 0.0, 0.0], [0.0, 0.0, 0.0], [0.0, 0.0, 0.0], [0.0, 0.0, 0.0]], "nbo_charge": [0.766, -0.413, -0.455, -0.416, -0.251, -0.069, -0.190, -0.161, -0.215, -0.150, -0.276, 0.218, 0.208, 0.216, 0.214, 0.230, 0.215, 0.226, 0.219, 0.231, 0.239, 0.233, 0.188, 0.539, -0.056, -0.061, -0.212, 0.122, -0.222, -0.181, -0.165, -0.186, -0.222, -0.183, -0.151, 0.147, -0.234, -0.179, -0.166, -0.182, -0.221, 0.419, 0.223, 0.236, 0.241, 0.243, 0.233, 0.207, 0.237, 0.241, 0.239, 0.242, -0.552, 0.646, -0.433, -0.233, -0.087, -0.495, -0.087, -0.231, 0.229, 0.227, 0.229, 0.174, 0.230, 0.172, 0.232, 0.220]}

---

{"formula": "C27H32BF3O3S", "method": "ωB97M-V/def2-TZVPD", "lumo_ev": -1.527, "homo_energy_ev": -6.57, "relative_energy_kj_mol": 316.1, "spin_multiplicity": 1, "gap_ev": 5.042, "elements": ["C", "O", "C", "C", "C", "C", "C", "C", "C", "C", "H", "H", "H", "H", "H", "H", "H", "H", "H", "H", "H", "C", "C", "C", "C", "C", "B", "C", "C", "C", "C", "C", "F", "F", "F", "C", "C", "O", "C", "C", "C", "C", "C", "C", "O", "S", "H", "H", "H", "H", "H", "H", "H", "H", "H", "H", "H", "H", "H", "H", "H", "H", "H", "H", "H", "H", "H"], "xyz": [[2.64922, -2.28137, -1.98554], [1.66178, -1.68487, -1.11403], [1.65967, -0.44731, -0.61541], [2.72463, -0.07124, 0.32725], [3.19601, 1.26127, 0.28489], [3.95891, 1.78296, 1.31915], [4.35266, 0.96045, 2.38711], [5.08007, 1.56908, 3.54445], [4.07150, -0.40738, 2.31302], [3.27867, -0.92876, 1.30702], [2.42724, -3.33725, -1.88627], [2.52381, -1.94086, -3.02046], [3.67498, -2.09809, -1.65682], [1.36942, 0.33554, -1.31580], [2.90875, 1.90507, -0.54455], [4.22502, 2.83932, 1.33498], [5.24282, 0.80614, 4.32053], [6.06068, 1.94375, 3.22239], [4.54147, 2.44018, 3.95957], [4.47803, -1.05916, 3.11435], [3.07948, -2.00918, 1.26821], [-6.21192, -0.58177, -0.99924], [-4.80684, -0.09876, -1.06044], [-4.40894, 1.21212, -1.21640], [-2.99474, 1.39068, -1.21587], [-2.35447, 0.19040, -1.35181], [-0.42848, 0.01351, 0.03192], [-0.90652, 0.02503, -1.67219], [-0.32250, 1.15996, -2.40355], [0.22664, 1.05121, -3.66142], [0.28011, -0.19653, -4.30031], [0.87345, -0.32101, -5.67586], [1.31286, -1.59660, -5.92426], [-0.02986, -0.01262, -6.65235], [1.95231, 0.50502, -5.85472], [-0.23698, -1.33824, -3.66066], [-0.69565, -1.24691, -2.37376], [-0.68646, 1.19244, 0.72908], [-0.87706, 0.76804, 2.11407], [0.44493, 1.01013, 2.82779], [-1.93186, 1.63783, 2.75325], [-1.23998, -0.78109, 2.02357], [-0.48494, -1.70951, 2.96472], [-2.71762, -1.05429, 2.16955], [-0.78340, -1.12597, 0.69341], [-3.41817, -1.14065, -1.06271], [-6.88156, 0.28879, -1.05066], [-6.42762, -1.23368, -1.85230], [-6.40566, -1.11733, -0.06180], [-5.17385, 2.00066, -1.33079], [-2.52960, 2.36546, -1.21461], [-0.32266, 2.13899, -1.91694], [0.69233, 1.91586, -4.16320], [-0.21353, -2.30290, -4.19055], [-1.01019, -2.17269, -1.88518], [0.33451, 0.82934, 3.90745], [1.24409, 0.37609, 2.40791], [0.72384, 2.06317, 2.66160], [-2.04822, 1.35498, 3.81650], [-1.63188, 2.69724, 2.68491], [-2.89513, 1.52579, 2.23626], [-0.62594, -1.39695, 4.00875], [-0.88480, -2.72503, 2.85424], [0.57651, -1.73745, 2.69967], [-3.03463, -0.95702, 3.22009], [-3.28363, -0.36963, 1.53512], [-2.92109, -2.07441, 1.84763]], "forces_ev_per_a": [[-0.5, 0.6, 0.5], [-0.5, -1.7, -0.1], [0.0, 1.5, 0.1], [0.2, 0.2, 0.1], [-0.4, 0.0, 0.4], [-0.1, -0.5, 0.2], [-0.2, 0.3, -0.6], [0.4, 0.0, 0.3], [0.4, 0.0, 0.8], [-0.4, -0.2, -0.6], [0.1, -0.2, -0.3], [0.0, 0.0, 0.2], [-0.1, 0.2, 0.1], [0.6, 0.3, -0.4], [-0.1, -0.1, 0.2], [0.0, -0.2, -0.1], [0.0, 0.4, -0.1], [-0.1, -0.1, 0.1], [0.1, -0.5, -0.1], [-0.4, 0.4, -0.6], [-0.1, 0.6, 0.1], [-0.1, -0.1, 0.0], [0.7, 1.1, -0.3], [-0.9, -0.4, 0.8], [-0.7, -0.4, -0.9], [-0.7, 0.9, 1.0], [1.2, -0.3, -0.3], [1.2, -0.4, -1.5], [0.0, 0.2, 0.3], [0.6, -0.1, -0.2], [-0.3, -0.1, 0.0], [0.3, -0.1, -0.4], [-0.4, 1.0, 0.1], [0.7, -0.2, 0.5], [-0.9, -0.6, 0.1], [0.7, 0.0, -0.4], [-0.4, -0.3, 0.3], [0.4, -0.9, 0.2], [0.5, -0.1, 0.2], [0.3, 0.1, -0.1], [-0.5, 0.2, 0.0], [0.4, 0.2, 0.0], [0.1, 0.1, 0.2], [-0.3, 0.2, -0.1], [-0.4, -0.3, 0.5], [-0.4, 0.3, -0.8], [0.2, -0.3, 0.1], [-0.1, 0.0, 0.2], [-0.1, 0.0, -0.2], [0.7, -0.3, 0.3], [0.1, -0.1, -0.2], [-0.2, -0.3, -0.2], [-0.4, -0.4, 0.4], [0.0, 0.5, 0.5], [-0.1, 0.4, -0.1], [0.2, 0.0, -0.3], [-0.3, 0.3, 0.3], [0.0, -0.4, 0.1], [0.0, 0.2, -0.5], [-0.1, -0.4, 0.1], [0.2, 0.1, 0.3], [0.2, -0.1, -0.2], [0.1, 0.2, 0.0], [-0.1, 0.1, 0.2], [0.1, 0.1, -0.3], [-0.2, -0.2, 0.2], [0.0, 0.0, 0.0]], "nbo_charge": [-0.238, -0.548, 0.060, -0.120, -0.184, -0.214, -0.027, -0.630, -0.227, -0.170, 0.197, 0.181, 0.185, 0.161, 0.212, 0.211, 0.214, 0.219, 0.221, 0.209, 0.214, -0.635, -0.200, -0.258, -0.247, -0.151, 1.174, -0.484, -0.038, -0.229, -0.128, 0.971, -0.330, -0.324, -0.328, -0.242, 0.018, -0.792, 0.250, -0.630, -0.630, 0.269, -0.628, -0.641, -0.795, 0.453, 0.225, 0.222, 0.222, 0.221, 0.232, 0.219, 0.235, 0.237, 0.222, 0.207, 0.226, 0.220, 0.212, 0.223, 0.221, 0.208, 0.217, 0.226, 0.214, 0.219, 0.222]}